Computed, not measured: a 2-piece molecular cluster, CCl2FNOS overall in a non-equilibrium geometry, with ωB97M-V/def2-TZVPD.

XYZ file:
```
7
Properties=species:S:1:pos:R:3:forces:R:3
C 1.93638 -1.06562 0.19807 0.516 -1.543 0.936
N 1.89646 0.08961 0.53647 1.952 -1.611 2.159
O 2.11348 -2.21244 0.20679 -0.279 -1.053 -1.055
F -1.39044 -0.22887 -0.91794 -0.506 1.263 1.174
S -1.88275 0.97219 0.16895 0.462 -1.297 -1.189
Cl 1.17627 1.57378 -0.07821 -2.091 4.253 -2.046
Cl -3.84940 0.87135 -0.11413 -0.054 -0.013 0.020
```
Forces are in eV/Å.

- 2S+1 = 3
- relative energy (zero: lowest compared OMol25 entry of this formula, charge and spin) (kJ/mol) = 98.8
- ⟨S²⟩ = 2.012
- maximum force (eV/A) = 5.2

Computed, not measured: a 9-piece molecular cluster, C42H102N6O9 overall in a non-equilibrium geometry, with ωB97M-V/def2-TZVPD.

XYZ file:
```
159
Properties=species:S:1:pos:R:3:forces:R:3
C -4.10490 -4.04998 -0.90513 -0.688 0.025 -0.364
C -4.70982 -3.84539 -2.34163 -0.320 0.571 0.364
C -5.15069 -5.18557 -2.97286 0.823 -0.184 0.651
C -6.06275 -3.06245 -2.11369 0.975 -0.026 -0.071
C -5.89352 -1.56650 -1.99401 0.321 -0.706 -0.760
C -5.08931 -1.03021 -3.19864 0.046 0.611 1.415
C -3.65477 -1.64819 -3.34407 -0.663 0.019 0.567
C -3.14961 -1.18349 -4.71313 0.320 -0.647 0.007
C -2.72379 -1.09770 -2.22902 -0.490 0.787 -0.005
N -3.79203 -3.15436 -3.31064 -2.368 2.029 -0.560
O -2.60670 -3.77616 -3.62329 0.201 -0.673 0.299
H -3.12643 -4.52935 -0.87495 -0.066 -0.153 -0.071
H -4.06949 -3.14589 -0.29729 0.283 0.420 -0.478
H -4.85155 -4.60444 -0.33663 0.244 -0.701 -0.078
H -4.30641 -5.85865 -2.82360 -0.134 -0.413 -0.494
H -6.02117 -5.62114 -2.48229 0.077 0.127 0.474
H -5.44887 -5.11871 -4.01915 0.475 0.333 -0.038
H -6.73490 -3.35149 -2.92163 -0.119 0.301 -0.092
H -6.49643 -3.40593 -1.17452 -0.040 -0.466 -0.069
H -6.86563 -1.10691 -1.81548 -0.125 0.264 -0.563
H -5.35347 -1.30283 -1.08465 0.304 -0.150 0.041
H -5.03025 0.00770 -2.87101 0.751 0.432 -0.640
H -5.57051 -0.98867 -4.17580 -0.386 -0.576 0.174
H -2.20172 -1.67925 -4.92247 -0.084 -0.097 -0.243
H -2.95135 -0.11407 -4.78474 -0.184 0.130 0.431
H -3.89681 -1.42820 -5.46805 0.194 -0.168 -0.132
H -2.90255 -1.59285 -1.27458 0.372 -0.072 -0.053
H -2.96362 -0.04652 -2.06904 -0.529 0.163 0.153
H -1.67023 -0.94439 -2.46275 0.234 -1.088 -0.211
H -2.04013 -3.64531 -2.85944 0.633 -0.046 0.366
C 4.32225 0.03020 -0.21567 -2.185 -1.337 -0.602
C 5.50243 0.51880 0.52201 1.677 0.501 -0.055
C 6.68468 0.56057 -0.51076 -0.103 -1.122 0.775
C 5.24360 1.98769 0.88418 -1.719 0.551 1.418
C 4.18350 2.11135 2.04092 1.927 -1.146 -1.887
C 4.82509 1.31107 3.20083 -2.237 1.117 -0.341
C 5.10405 -0.19584 2.96975 -1.013 1.294 -0.110
C 6.02862 -0.53119 4.12991 -0.670 -1.426 0.865
C 3.71934 -0.95114 2.97972 1.199 -0.019 0.726
N 5.84866 -0.33336 1.74093 0.917 2.197 -0.964
O 6.14278 -1.66866 1.45096 -0.697 -0.505 -0.532
H 4.18457 0.43509 -1.21827 0.392 0.151 -0.027
H 4.29788 -1.05615 -0.30131 0.488 -0.170 -0.215
H 3.36260 0.21344 0.26765 0.019 0.379 0.279
H 6.51918 1.26438 -1.32645 -0.261 0.134 0.252
H 7.64484 0.77008 -0.03928 -0.060 0.157 0.140
H 6.75790 -0.42904 -0.96178 0.142 -0.094 -0.105
H 6.08819 2.57948 1.23708 0.480 -0.348 -0.373
H 4.78074 2.47206 0.02437 0.491 -0.052 -0.359
H 3.93936 3.16243 2.19497 0.341 0.018 0.606
H 3.26311 1.67904 1.64839 -0.185 -0.276 0.452
H 3.98446 1.41131 3.88740 0.524 -0.526 1.121
H 5.70061 1.82677 3.59532 -0.003 0.012 -0.107
H 5.54922 -0.33076 5.08808 -0.202 0.497 0.018
H 6.98388 -0.00637 4.11849 -0.107 -0.081 -0.335
H 6.15588 -1.60981 4.22202 0.522 -0.189 -0.373
H 3.03220 -0.57178 2.22339 0.129 -0.070 0.019
H 3.27609 -0.82314 3.96726 -0.166 0.178 0.036
H 3.87450 -2.02623 2.88905 -0.005 -0.027 -0.391
H 7.05983 -1.80373 1.70072 0.174 0.229 0.008
C 2.96394 4.81515 -1.14173 -0.668 0.446 -0.158
C 1.37319 4.77404 -1.22025 2.209 -0.893 0.835
C 0.88263 4.70496 0.25322 -0.056 0.113 -0.385
C 0.88890 6.02504 -1.98425 -0.215 0.142 1.170
C -0.54119 5.91804 -2.48049 0.605 -1.251 -0.476
C -0.69520 4.59029 -3.26005 -0.788 0.277 0.754
C -0.33544 3.30492 -2.46421 0.771 0.000 -0.790
C -1.38305 3.00008 -1.37552 0.782 0.422 0.362
C -0.32176 2.07081 -3.45876 -0.011 1.318 0.782
N 1.07715 3.52296 -1.94806 -2.379 1.999 -2.505
O 1.70196 2.38457 -1.55416 0.650 -0.688 0.448
H 3.31290 5.70185 -0.61249 -0.249 0.087 0.313
H 3.38171 3.93577 -0.65157 -0.237 0.051 0.020
H 3.43409 4.90465 -2.12103 -0.290 -0.290 -0.262
H 1.02642 3.68052 0.59669 -0.328 -0.086 0.148
H 1.44874 5.31238 0.95937 0.182 0.266 -0.336
H -0.15830 5.01565 0.34270 -0.071 -0.252 0.106
H 0.84081 6.81303 -1.23268 0.561 0.277 0.108
H 1.65001 6.31092 -2.71027 -0.326 -0.118 -0.358
H -1.21992 5.92600 -1.62763 -0.022 -0.179 0.171
H -0.87288 6.76349 -3.08323 0.306 0.030 -0.192
H -0.13581 4.61157 -4.19533 0.008 0.048 -0.012
H -1.76795 4.56663 -3.45170 -0.106 -0.504 -0.575
H -1.57790 3.88666 -0.77210 0.001 0.006 0.097
H -0.90669 2.25984 -0.73269 -0.419 -0.155 0.215
H -2.35822 2.64794 -1.71191 0.217 -0.190 -0.390
H 0.61319 2.01410 -4.01622 0.042 -0.040 0.201
H -1.12297 2.23098 -4.18022 -0.180 -0.192 0.056
H -0.50817 1.16592 -2.88037 0.140 -0.144 -0.267
H 1.33633 2.14990 -0.69810 -0.164 -0.577 0.859
C -3.54514 -0.78398 1.67353 -1.237 0.565 -0.503
O -4.57280 -0.03264 0.88981 2.254 -1.980 0.744
C -5.06057 0.99240 1.66634 -0.687 1.642 -0.366
C -5.82391 1.94547 0.73389 0.178 0.226 -1.477
C -5.06507 2.60714 -0.42351 0.608 -0.905 -0.180
N -6.42954 3.03134 1.44617 -0.839 0.130 1.152
H -3.19647 -1.68701 1.17245 -0.338 0.210 -0.324
H -4.00711 -1.06638 2.61954 0.009 -0.125 0.120
H -2.67288 -0.16532 1.88452 -0.065 0.205 -0.198
H -5.74380 0.67329 2.45340 -0.382 -0.459 0.109
H -4.29350 1.52493 2.22859 0.371 0.291 -0.207
H -6.61040 1.36063 0.25693 -0.030 -0.591 -0.106
H -4.65553 1.84928 -1.09135 0.488 -0.100 0.214
H -4.29450 3.28632 -0.05877 0.153 -0.107 -0.005
H -5.70060 3.17069 -1.10661 -0.468 0.175 0.407
H -7.17080 2.59171 1.97282 -0.234 0.239 0.763
H -6.95750 3.57091 0.77518 0.136 0.398 -0.170
C 3.55761 -3.97237 0.02276 -0.642 0.189 1.737
O 2.57399 -5.04963 0.22824 1.152 1.643 -1.069
C 3.31536 -6.23941 0.28457 -0.139 -0.979 0.544
C 2.38252 -7.43045 0.60832 -0.486 -0.586 0.930
C 1.31122 -7.66029 -0.42097 0.405 -0.191 -1.574
N 1.73849 -7.18440 1.91150 0.751 1.148 0.076
H 4.11473 -3.87132 0.95416 0.550 -0.496 0.112
H 3.13045 -2.96956 0.02065 -0.848 -0.356 -0.728
H 4.27511 -4.08367 -0.79020 -0.414 -0.425 -0.258
H 3.89921 -6.38227 -0.62473 -0.262 -0.267 -0.434
H 4.07052 -6.13400 1.06349 0.044 -0.218 0.429
H 2.95504 -8.34335 0.77238 0.452 0.041 -0.489
H 0.79388 -6.72910 -0.65197 -0.103 -0.037 0.015
H 0.59003 -8.45428 -0.22714 0.003 0.126 0.690
H 1.78817 -8.02256 -1.33166 0.046 0.256 -0.428
H 1.46261 -6.22328 1.76915 -0.543 0.397 0.785
H 0.89833 -7.72554 2.05776 -0.006 -0.176 -0.288
C 0.57563 5.70946 3.58050 -0.394 -1.473 -0.215
O -0.39981 4.62399 3.32451 1.414 0.797 0.897
C 0.05206 3.41885 3.98688 -1.373 -0.530 -1.624
C -1.08940 2.31703 3.76983 -0.308 1.622 0.855
C -0.69561 0.92242 4.19397 0.272 0.248 -0.360
N -1.56665 2.24711 2.36285 1.290 -0.134 0.528
H 1.54991 5.43889 3.17348 0.042 -0.157 -0.302
H 0.75741 5.80030 4.65139 -0.415 0.274 0.164
H 0.27200 6.64850 3.11776 -0.393 -0.286 0.141
H 0.95887 3.05808 3.50144 0.276 -0.076 -0.259
H 0.32898 3.64086 5.01748 -0.483 -0.266 0.302
H -1.97595 2.65383 4.30713 0.170 0.215 0.702
H 0.19661 0.78836 3.58237 0.302 -0.925 0.375
H -1.45921 0.19805 3.91058 -0.014 0.029 -0.276
H -0.55192 0.75609 5.26158 0.402 0.374 -0.048
H -1.69451 3.19633 2.04233 -0.285 0.181 -0.194
H -2.46221 1.79584 2.48288 -0.163 0.174 -0.660
C -0.11911 -3.41298 2.62909 0.620 0.673 0.130
O -1.12023 -3.55181 1.62547 0.243 -0.072 0.471
H -0.13548 -2.40068 3.03294 -0.564 0.062 0.095
H -0.19845 -4.11724 3.45724 -0.274 -0.078 -0.041
H 0.90155 -3.46389 2.24995 0.063 -0.485 -0.471
H -1.27503 -4.49504 1.53631 -0.092 -0.031 -0.238
C 2.31779 -0.71458 -3.43062 1.875 0.486 -1.075
O 2.02953 -2.09268 -3.54506 -1.372 -0.154 0.760
H 1.86444 -0.11214 -2.64345 -0.429 -0.981 0.397
H 3.40029 -0.65667 -3.31687 0.220 0.458 0.405
H 2.13960 -0.12725 -4.33140 -0.442 -0.234 -0.400
H 2.51265 -2.51697 -4.25792 0.119 0.469 -0.036
C 0.22892 -0.10654 0.18570 -0.038 -0.170 0.850
O 0.62837 1.11384 0.80369 1.343 -0.332 -0.731
H 1.06220 -0.79992 0.07187 0.419 0.390 -0.147
H -0.41481 -0.63540 0.88857 -0.571 -0.074 -0.346
H -0.22110 0.06114 -0.79279 -0.236 -0.077 0.059
H -0.10166 1.49318 1.29843 -0.933 0.198 0.372
```
Forces are in eV/Å.

- relative energy (zero: lowest compared OMol25 entry of this formula, charge and spin) (kJ/mol) = 116.1
- maximum force (eV/A) = 4.0

Computed, not measured: C41H61BF4FeGe2N6SSe2 as an isolated structure in a non-equilibrium geometry, with ωB97M-V/def2-TZVPD.

XYZ file:
```
119
Properties=species:S:1:pos:R:3:forces:R:3
Fe 0.19809 1.01910 0.67406 0.200 0.074 -0.765
C -0.23429 2.96132 4.87192 0.999 -0.252 -0.264
C 0.02918 2.65214 3.36971 -0.386 -1.481 0.289
Ge -1.53643 2.57815 2.13919 -0.629 1.781 0.452
C -3.05356 1.36102 2.55477 -0.117 0.292 0.209
C -3.99676 1.88018 3.67416 0.842 -1.051 0.999
C -2.19777 4.49589 1.81413 -0.007 -1.652 1.178
C -1.57211 4.94242 0.72975 -0.211 -0.413 -0.170
Ge -0.87323 3.39910 -0.23123 1.780 0.744 -1.624
C -2.22852 2.81846 -1.48940 -2.200 0.767 0.157
C -3.72566 2.81042 -1.05780 0.126 -1.043 0.664
C 0.71674 3.99146 -1.51910 -0.748 -0.591 -0.372
C 0.15836 4.86178 -2.65284 -1.297 -0.578 -0.380
C -1.92427 6.23117 0.19919 -3.578 2.751 -0.238
C -1.10016 7.26667 -0.16462 0.406 -0.781 -0.034
C -1.51329 8.49837 -0.67063 1.597 0.260 -0.033
C -2.85831 8.73923 -0.74155 -0.388 0.508 -0.895
C -3.80348 7.77754 -0.32536 0.014 0.422 0.321
C -3.36581 6.58137 0.17496 1.119 -3.592 0.342
H 0.05010 2.15293 5.58579 -0.068 0.315 -0.818
H -1.28203 3.11773 5.00521 -0.652 0.536 0.475
H 0.36711 3.83422 5.16589 -0.550 -0.091 -0.023
H 0.34878 1.60690 3.27745 0.332 0.056 0.327
H 0.83374 3.20350 2.89184 -0.165 0.369 0.131
H -2.58661 0.39996 2.76811 -0.400 0.026 0.266
H -3.63371 1.22879 1.63531 0.210 0.011 0.054
H -3.44334 2.04189 4.64766 -0.570 0.013 -1.069
H -4.79038 1.14350 3.91199 0.424 0.205 -0.230
H -4.50943 2.77877 3.38734 -0.046 0.604 -0.113
H -2.93255 5.10699 2.38364 0.649 -0.438 -0.226
H -2.07651 1.86226 -1.92592 0.768 -0.910 -0.217
H -2.21902 3.52548 -2.30304 0.445 0.361 -0.424
H -3.88649 2.11204 -0.21706 0.151 0.042 -0.300
H -4.34232 2.39128 -1.88864 0.254 0.736 0.520
H -4.11315 3.75098 -0.65586 0.100 0.094 -0.596
H 1.25194 3.10991 -1.95823 -0.407 0.860 0.761
H 1.38330 4.68567 -1.04263 0.600 -0.453 0.988
H -0.46052 4.27380 -3.34315 0.128 0.079 0.007
H 0.93576 5.31707 -3.26126 0.312 -0.004 0.120
H -0.49574 5.66700 -2.30156 0.170 -0.007 0.087
H -0.08573 7.01434 -0.04662 1.506 0.228 -0.145
H -0.67848 9.21768 -1.00540 -1.773 -1.004 0.526
H -3.16209 9.64427 -1.26806 -0.296 -0.100 0.447
H -4.86635 8.01874 -0.34359 0.257 -0.118 -0.154
H -4.00500 5.63048 0.49385 0.782 2.692 -0.746
F 2.45814 3.84081 1.23367 0.005 -0.642 -0.025
B 2.93852 2.56368 0.91233 -0.489 0.875 -1.478
F 4.11979 2.27051 1.45390 0.904 -0.345 0.869
F 2.97783 2.36360 -0.48672 -0.351 -0.051 0.739
F 1.91288 1.58726 1.45480 0.313 0.012 0.006
C -4.08196 -0.86458 -1.26064 -2.651 -0.314 -0.199
C -2.70555 -1.23503 -1.58146 0.642 -1.482 -1.082
C -2.54334 -2.22278 -2.58088 0.407 0.068 0.507
C -1.25371 -2.63494 -2.87888 -1.469 0.505 0.225
N -0.24681 -1.99784 -2.31618 1.491 -0.647 -1.669
C -0.46691 -0.93487 -1.59992 -0.539 0.506 0.977
S 0.82882 0.20133 -1.40571 0.038 0.111 0.366
N -1.66344 -0.65682 -1.03504 0.116 1.314 -0.077
H -4.38205 0.05447 -1.80020 0.380 -0.175 0.429
H -4.33125 -0.73297 -0.18808 0.347 -0.067 -0.574
H -4.78027 -1.64773 -1.72921 0.878 1.000 1.014
H -3.43143 -2.68799 -2.94421 -0.237 -0.296 -0.585
H -1.05080 -3.41072 -3.61021 0.148 -0.203 0.295
C 7.00118 -2.75364 -2.84075 -0.573 -1.440 2.419
N 5.81436 -2.00941 -3.18408 -0.077 0.413 0.433
C 5.72407 -0.62745 -3.22780 -0.613 -0.018 -1.445
C 4.48811 -0.34091 -3.79134 2.236 1.199 1.980
N 3.82549 -1.51696 -3.88838 -0.462 -2.030 0.259
C 2.40442 -1.70616 -4.16397 -0.407 0.986 1.338
C 4.64124 -2.57918 -3.52599 -0.514 0.440 -0.267
Se 4.26047 -4.41555 -3.46656 -0.132 0.743 -0.127
H 7.49850 -2.33905 -1.93044 -0.075 0.399 -1.146
H 7.63696 -2.88596 -3.71074 0.165 -0.131 0.203
H 6.62979 -3.73272 -2.37572 0.583 0.973 -1.339
H 6.58969 -0.02137 -2.96579 -0.526 -0.082 -0.183
H 4.11913 0.68258 -3.90006 -0.391 -0.822 -0.198
H 1.90018 -0.74943 -4.05913 0.229 0.366 -0.062
H 1.86893 -2.30173 -3.39175 0.827 -0.117 -0.765
H 2.27289 -2.00736 -5.16650 -0.267 -0.890 -0.977
C -0.98927 -4.01336 4.06072 0.031 -0.228 0.377
C -1.73832 -5.02161 3.13409 1.626 -0.622 -0.708
C -2.94259 -4.48417 2.33825 0.470 0.384 1.159
C -2.60706 -3.24709 1.54471 -0.562 1.599 -2.824
N -1.30535 -3.24111 0.87764 0.204 -0.110 0.140
C -0.24919 -2.42436 1.10143 -1.228 0.231 0.132
Se -0.46917 -0.85969 2.13583 0.470 -0.580 0.471
N 0.78469 -2.85819 0.38135 0.870 0.780 0.614
C 2.11157 -2.28443 0.53525 1.397 0.079 1.193
C 2.94857 -3.06553 1.57975 0.667 0.295 -0.204
C 4.39899 -2.54879 1.76135 0.460 1.008 -0.550
C 5.40280 -2.98303 0.69544 0.568 -0.902 -0.960
C 0.44568 -3.98197 -0.32443 -2.310 -1.055 -0.519
C 1.12097 -4.84164 -1.17547 0.111 -1.119 -0.473
C 0.37199 -5.92217 -1.71442 -0.269 2.500 1.227
C -1.03092 -6.00457 -1.49934 1.997 -1.055 -0.536
C -1.72994 -5.17169 -0.65523 -0.862 -0.597 -0.178
C -0.97892 -4.18224 -0.07326 2.488 0.507 0.538
H 0.09938 -3.94274 3.84724 -0.697 -0.128 -0.054
H -1.05925 -4.25924 5.14910 -0.171 0.083 -0.889
H -1.39645 -3.01060 3.92611 0.070 0.046 0.136
H -1.97963 -5.93685 3.66625 -0.493 0.090 0.319
H -0.97704 -5.44245 2.40411 -0.812 0.684 0.453
H -3.68799 -4.04873 3.03211 -0.106 -0.953 -0.176
H -3.35081 -5.27848 1.69153 -0.037 0.396 0.478
H -2.64916 -2.26418 2.06388 -0.209 -0.922 -0.052
H -3.30416 -3.18103 0.63011 0.442 0.102 1.514
H 2.04409 -1.25868 0.94008 -0.335 -0.490 -0.461
H 2.65151 -2.21908 -0.39641 -0.234 -0.131 -0.575
H 2.87832 -4.13558 1.47591 0.364 -0.616 -0.781
H 2.48455 -2.96025 2.52253 -0.824 0.600 1.226
H 4.81173 -2.75204 2.75214 -0.375 -0.222 0.042
H 4.41122 -1.44230 1.67432 -0.423 -0.355 0.321
H 5.53265 -4.10248 0.68709 0.169 0.994 0.221
H 6.44895 -2.46869 0.74604 -2.029 -0.845 -0.018
H 4.90977 -2.80296 -0.28781 0.733 0.176 0.315
H 2.18828 -4.81283 -1.47526 -0.712 0.482 0.515
H 0.98804 -6.57390 -2.29105 -0.389 -0.737 -0.570
H -1.46771 -6.85849 -1.96726 -0.764 -0.275 -0.177
H -2.81458 -5.36578 -0.48515 1.080 0.478 -0.035
```
Forces are in eV/Å.

- 2S+1 = 5
- relative energy (zero: lowest compared OMol25 entry of this formula, charge and spin) (kJ/mol) = 146.6
- ⟨S²⟩ = 6.020
- maximum force (eV/A) = 4.5